Record 1
69
Properties=species:S:1:pos:R:3:forces:R:3:mulliken_spin:R:1 method="wB97M-V/def2-TZVPD" fmax_ha_per_bohr=0.065 spin_multiplicity=2 charge=+2 e_above_lowest_kcal_mol=38.2 total_energy_ha=-5606.24465 lumo_ev="-7.847 / -7.648"
Re -0.43100 0.47366 -0.23416 -0.3 0.1 0.8 0.8616
C -2.13509 1.56300 -2.95363 0.0 -0.3 0.2 0.0093
C -1.23884 2.77496 -2.78512 0.3 -0.1 0.1 0.0029
S 0.26355 2.49395 -1.73272 -0.9 -0.6 0.8 0.0051
C 0.13336 3.89058 -0.55606 0.2 -0.2 -0.2 -0.0010
C -1.11694 3.92530 0.29594 0.1 -0.2 0.2 0.0043
S -1.42460 2.34704 1.18913 -0.4 -0.2 -1.3 -0.0192
C -3.22243 2.16432 0.89524 0.2 -0.1 0.1 0.0007
C -3.64088 2.01023 -0.55534 0.3 -0.1 0.0 -0.0043
S -2.65884 0.71388 -1.41610 0.8 0.0 0.0 -0.0145
H -3.03585 1.84170 -3.50213 0.0 -0.1 0.0 -0.0001
H -1.61846 0.77157 -3.49924 -0.1 0.0 0.0 0.0027
H -0.84978 3.05507 -3.76428 -0.1 0.0 0.0 -0.0015
H -1.78232 3.63158 -2.38874 0.1 0.0 0.1 -0.0012
H 1.01498 3.75737 0.07142 0.0 0.1 -0.1 0.0000
H 0.22847 4.80953 -1.13651 0.0 0.0 0.0 0.0014
H -1.00538 4.69935 1.05670 0.0 0.0 0.0 -0.0005
H -2.00414 4.15958 -0.28945 0.0 0.0 0.1 -0.0005
H -3.48405 1.26501 1.45474 0.0 0.1 0.1 -0.0005
H -3.72907 3.02119 1.34116 0.0 0.0 0.1 0.0003
H -4.68236 1.68429 -0.58954 0.1 0.0 -0.1 -0.0004
H -3.55972 2.93154 -1.12901 0.0 0.0 0.0 0.0000
C 2.17248 2.26761 3.85254 0.1 -0.5 -0.5 0.0010
S 2.43029 1.46400 2.22663 1.1 0.9 1.0 0.0007
C 3.96459 2.36544 1.77748 -0.5 -0.5 0.2 -0.0008
O 1.36083 2.01121 1.33124 -0.5 0.3 -0.4 0.0138
H 2.99437 1.97860 4.49950 0.1 0.0 0.1 0.0001
H 1.23919 1.89686 4.26437 -0.1 -0.1 0.0 0.0002
H 2.12511 3.34582 3.74875 0.1 0.1 -0.2 0.0000
H 4.76045 1.99055 2.41366 0.1 0.0 0.1 0.0000
H 3.84704 3.43524 1.90852 -0.2 0.1 0.1 -0.0002
H 4.19432 2.14630 0.73915 -0.1 -0.1 -0.1 0.0001
Br -3.39168 0.07683 6.44385 0.0 -0.2 -0.2 0.0000
C -3.10507 -1.25333 5.12433 0.1 0.0 -0.1 0.0000
C -3.53671 -2.56652 5.31967 0.1 0.9 0.2 0.0002
N -3.32362 -3.49189 4.41563 -0.4 -1.3 0.1 0.0001
C -2.68913 -3.23446 3.29762 0.3 0.7 -0.2 -0.0008
C -2.21879 -1.95055 3.01610 0.2 -0.2 -0.4 -0.0006
C -2.43521 -0.94362 3.94615 -0.2 0.0 0.2 0.0013
C -1.43109 -1.71393 1.74669 -0.1 -1.8 1.4 0.0036
O -0.68853 -2.57682 1.32059 -0.1 0.0 -0.3 0.0179
O -1.61090 -0.55862 1.23173 0.8 2.7 -1.8 0.0114
H -4.05524 -2.86715 6.21989 0.0 0.1 0.1 0.0000
H -2.55612 -4.05160 2.60240 0.1 0.0 -0.1 0.0001
H -2.07613 0.06066 3.77041 0.0 0.1 0.0 -0.0016
C 4.03251 -2.34393 0.95301 0.9 0.1 -0.1 0.0056
N 2.59266 -2.47653 0.96733 -0.2 0.2 -0.1 -0.0069
C 2.05864 -3.74743 1.41386 -0.6 -0.9 0.3 0.0050
C 1.81851 -1.49681 0.70654 -0.1 0.4 0.1 0.0753
N 1.14318 -0.56440 0.51158 -0.3 -0.3 0.1 -0.0463
H 4.45739 -3.19110 0.41375 0.0 0.1 0.0 0.0005
H 4.41848 -2.35691 1.97549 -0.1 0.0 -0.1 -0.0001
H 4.32628 -1.42081 0.45998 0.0 0.0 0.0 -0.0020
H 2.44507 -4.54369 0.77753 0.1 0.1 0.0 -0.0003
H 0.97359 -3.72567 1.35016 0.1 -0.1 0.1 -0.0010
H 2.36685 -3.93758 2.44315 0.0 0.1 0.0 0.0006
C 0.12215 -0.50344 -1.91186 -0.8 0.6 -0.2 -0.0152
C 0.47437 -1.00688 -2.96918 -0.4 0.6 1.0 0.0564
C 0.82069 -1.57156 -4.20433 0.3 -0.6 -1.0 0.0002
C 1.19940 -2.92176 -4.29312 -0.3 0.4 0.1 0.0166
C 1.48132 -3.47409 -5.52368 0.1 0.0 -0.3 -0.0070
C 1.41004 -2.69770 -6.67364 -0.1 0.1 0.2 0.0179
C 1.04256 -1.35951 -6.59271 0.0 -0.2 -0.2 -0.0076
C 0.74922 -0.79310 -5.37288 0.1 -0.2 0.5 0.0150
H 1.23929 -3.51700 -3.39361 0.0 -0.1 0.1 0.0009
H 1.74701 -4.51623 -5.60383 0.1 -0.1 0.0 -0.0002
H 1.63834 -3.13013 -7.63376 0.0 -0.1 -0.1 0.0007
H 0.97943 -0.76700 -7.49028 0.0 0.1 -0.1 -0.0001
H 0.47195 0.24794 -5.29873 0.0 0.1 0.0 0.0010

---

Record 2
93
Properties=species:S:1:pos:R:3:forces:R:3:lowdin_charge:R:1 method="wB97M-V/def2-TZVPD" fmax_ha_per_bohr=0.037 charge=+2 e_above_lowest_kcal_mol=0.0 total_energy_ha=-4958.48179 lumo_ev=-6.211
P -0.55814 -2.08427 -4.32926 -0.2 -0.3 -0.5 1.0997
C -2.24848 -2.47487 -4.82718 -0.5 0.1 0.0 -0.3069
C -2.76353 -2.10951 -6.08558 0.1 -0.1 0.2 -0.0696
H -2.16346 -1.50713 -6.77154 -0.2 -0.2 0.2 0.1114
C -4.04302 -2.52555 -6.46019 0.0 -0.1 0.2 -0.0489
H -4.44259 -2.24530 -7.43739 0.2 -0.1 0.3 0.1202
C -4.81395 -3.30369 -5.58547 0.4 0.2 0.0 -0.0393
H -5.80988 -3.63273 -5.88264 0.3 0.1 0.1 0.1211
C -4.30849 -3.65401 -4.32801 0.0 0.0 0.0 -0.0475
H -4.91055 -4.25698 -3.64179 0.2 0.3 -0.3 0.1226
C -3.03518 -3.23740 -3.94598 0.1 0.0 -0.1 -0.0693
H -2.64001 -3.51400 -2.96547 -0.2 0.0 -0.3 0.1109
C 0.07502 -0.79659 -5.41412 0.2 0.2 -0.4 -0.3227
C -0.57638 0.45038 -5.40276 0.2 0.0 -0.1 -0.0921
H -1.46181 0.59159 -4.77796 0.3 0.0 -0.2 0.0975
C -0.10303 1.49315 -6.19947 -0.1 -0.3 0.1 -0.0522
H -0.58685 2.46952 -6.14502 0.1 -0.3 -0.2 0.1187
C 0.97369 1.26864 -7.06530 0.0 0.0 0.1 -0.0508
H 1.32884 2.07945 -7.70343 -0.1 -0.3 0.2 0.1212
C 1.59174 0.01776 -7.11780 0.1 0.0 0.1 -0.0527
H 2.42033 -0.16025 -7.80677 -0.3 0.1 0.2 0.1219
C 1.16328 -1.01505 -6.28168 -0.4 0.1 0.2 -0.0568
H 1.64787 -1.99354 -6.31476 -0.1 0.3 0.0 0.1164
C 0.40196 -3.59685 -4.53458 0.3 -0.5 0.1 -0.3033
C 0.14449 -4.46494 -5.61664 0.1 0.2 0.1 -0.0588
H -0.61646 -4.20588 -6.35642 0.2 -0.1 0.2 0.1179
C 0.86618 -5.65172 -5.74590 0.0 0.2 0.1 -0.0442
H 0.67616 -6.30899 -6.59828 0.1 0.2 0.3 0.1228
C 1.82778 -5.99709 -4.78756 0.0 0.2 0.1 -0.0383
H 2.38441 -6.93101 -4.88754 -0.2 0.3 0.0 0.1220
C 2.07785 -5.14815 -3.70228 -0.1 0.0 -0.2 -0.0455
H 2.81694 -5.41324 -2.94357 -0.2 0.0 -0.3 0.1179
C 1.37766 -3.94570 -3.58456 -0.1 -0.1 -0.1 -0.0841
H 1.58142 -3.27069 -2.75300 -0.1 -0.3 -0.1 0.0701
Ti -0.21736 -0.01417 0.05569 -0.8 -0.3 1.7 0.5428
C 1.73539 0.89822 -0.24344 0.0 0.0 -0.1 -0.1280
C 2.24706 0.78940 -1.47689 -0.5 -0.2 -0.3 -0.3740
H 2.24925 1.46998 0.54112 -0.1 0.0 -0.3 0.0648
C 1.47437 -0.03583 -2.49997 0.3 -0.1 -1.1 -0.4067
O 2.38500 -1.06479 -2.95889 -0.3 0.3 -0.4 -0.0595
H 1.98993 -1.52404 -3.72486 0.4 0.4 0.4 0.0558
C 0.19611 -0.64121 -1.97969 0.6 0.6 1.2 -0.2598
H 1.20526 0.61822 -3.35471 0.1 -0.1 0.1 0.1225
C -0.57165 -1.51474 -2.62055 -0.6 -0.6 -0.2 -0.2428
Cl -2.11371 -1.31593 0.17499 0.5 0.3 -0.1 0.1958
P 1.07975 -1.98922 1.19183 0.3 -0.2 0.4 0.7911
P -1.43919 2.04282 -0.91891 -0.2 0.7 0.1 0.7949
C 0.34754 -2.68424 2.71016 -0.4 0.3 0.1 -0.2344
H -0.74259 -2.74081 2.58634 0.3 -0.1 0.1 0.0432
H 0.56410 -2.04097 3.57977 -0.1 -0.3 -0.4 0.0501
H 0.76055 -3.69156 2.86146 -0.1 0.3 0.0 0.0617
C 1.24959 -3.47553 0.15583 -0.1 0.0 -0.3 -0.2417
H 2.08925 -3.35344 -0.53872 -0.2 0.0 0.1 0.0427
H 0.32656 -3.61698 -0.41875 0.2 -0.1 0.1 0.0417
H 1.42117 -4.34196 0.80847 0.0 0.2 -0.3 0.0613
C 2.78326 -1.61640 1.71232 0.0 0.1 -0.1 -0.2381
H 2.75601 -0.73405 2.36378 0.1 -0.2 0.0 0.0550
H 3.38442 -1.39163 0.82317 0.0 -0.1 0.2 0.0337
H 3.20838 -2.47399 2.25227 -0.1 0.3 -0.1 0.0694
C -2.51893 2.82066 0.31343 -0.1 -0.1 0.3 -0.2403
H -1.93125 3.39395 1.03936 -0.1 -0.2 -0.2 0.0518
H -3.09021 2.05540 0.84940 0.1 0.2 -0.1 0.0581
H -3.21044 3.48691 -0.22104 0.2 -0.1 0.2 0.0657
C -0.41844 3.46726 -1.41857 0.2 0.0 -0.2 -0.2381
H 0.19631 3.19907 -2.28717 -0.1 0.1 0.1 0.0292
H 0.25182 3.72144 -0.58555 -0.2 0.0 -0.2 0.0552
H -1.05047 4.33500 -1.65872 0.2 -0.3 0.0 0.0686
C -2.61598 1.74290 -2.26766 0.0 -0.2 -0.2 -0.2308
H -3.05657 0.74849 -2.12172 0.0 0.2 -0.1 0.0467
H -2.10244 1.77166 -3.23464 -0.2 0.0 0.2 0.0231
H -3.40506 2.50588 -2.23694 0.2 -0.2 -0.1 0.0635
P 3.76605 1.54491 -2.14127 -0.7 -0.7 0.1 0.8986
C 4.34248 2.82672 -1.04211 0.2 0.3 0.1 -0.1635
C 3.39396 2.19946 -3.77811 0.1 0.3 -0.2 -0.1567
H 4.53744 2.40680 -0.04773 0.0 0.1 -0.2 0.0753
H 3.60168 3.63199 -0.95961 0.1 -0.2 0.0 0.0753
H 5.27709 3.24565 -1.44212 -0.2 -0.1 0.1 0.0793
H 3.12951 1.38815 -4.46956 0.1 0.1 0.3 0.0591
H 4.27854 2.71835 -4.17235 -0.2 -0.1 0.1 0.0795
H 2.56023 2.91096 -3.72851 0.2 -0.1 0.0 0.0668
C 4.99356 0.25421 -2.33573 0.3 0.0 0.0 -0.1603
H 5.08098 -0.29434 -1.39132 0.1 0.1 -0.2 0.0723
H 5.96174 0.69483 -2.60280 -0.1 -0.1 0.1 0.0767
H 4.65510 -0.43574 -3.11804 0.1 0.2 0.3 0.0601
H -1.40693 -1.95149 -2.05748 0.2 0.2 -0.4 -0.0051
F -1.55950 2.28491 5.24060 0.1 -0.2 -1.6 0.1479
C -1.50678 2.23151 3.89067 -0.5 0.8 0.5 -0.5907
F -2.76208 2.41276 3.40456 1.2 -0.2 0.4 0.1164
F -0.72380 3.24479 3.44252 -0.6 -0.8 0.3 0.1151
S -0.82728 0.58428 3.33149 -0.2 -0.4 0.7 0.5702
O 0.39246 0.40716 4.08380 -0.8 0.0 -0.7 -0.2640
O -1.91979 -0.34931 3.45997 1.0 0.8 -0.2 -0.2653
O -0.49975 0.86508 1.86022 0.1 -0.2 -0.5 -0.5105

---

Record 3
59
Properties=species:S:1:pos:R:3:forces:R:3:lowdin_charge:R:1 method="wB97M-V/def2-TZVPD" fmax_ha_per_bohr=0.038 total_energy_ha=-2537.52107 lumo_ev=-0.160
Cs -0.49042 -0.27048 -0.73895 1.5 -0.2 -0.8 1.2622
C 5.07379 -0.91567 -0.47617 0.0 0.1 0.0 -0.0725
N 4.45069 -0.52614 0.77012 -0.2 -0.1 0.0 -0.1754
C 5.02383 0.64854 1.40715 0.1 0.1 0.0 -0.0566
C 3.08771 -0.76736 0.88842 0.1 0.1 0.1 -0.4567
N 2.29501 -1.15333 -0.02097 0.1 -0.3 -0.2 0.0700
N 2.65799 -0.64224 2.21790 0.1 -0.1 0.0 0.1114
C 1.38016 -0.34082 2.67328 0.1 -0.1 0.2 -0.5296
N 1.20334 -0.70718 4.00444 0.1 0.1 -0.1 0.1314
N 0.51238 0.20845 1.92906 0.0 0.1 0.4 0.0151
H 6.15516 -0.86687 -0.35849 0.0 0.0 0.0 0.0902
H 4.80326 -0.25947 -1.31514 0.0 0.0 0.0 0.0938
H 4.79414 -1.93827 -0.72628 0.0 0.0 0.0 0.0925
H 5.94076 0.39631 1.94373 0.0 0.0 0.0 0.0871
H 4.31006 1.07315 2.10733 0.1 0.0 0.0 0.0832
H 5.26334 1.41331 0.66087 0.0 0.0 0.0 0.0902
H 2.71970 -1.10447 -0.94637 0.0 0.0 0.2 0.0456
H 3.32157 -0.99604 2.88694 -0.1 0.0 0.0 0.1400
H 2.03271 -0.79567 4.57032 -0.1 0.0 0.0 0.0860
H 0.45000 -0.23009 4.47361 0.0 0.0 0.0 0.0977
H -0.34372 0.38795 2.44920 0.0 0.0 0.0 0.0506
C -3.12245 -1.95400 0.97245 -0.5 0.1 0.2 -0.0031
C -3.78005 -0.88072 0.06339 1.0 0.3 0.0 -0.5458
O -2.90753 -0.32932 -0.80600 -2.0 -0.2 -0.1 -0.5621
C -4.28812 0.24955 0.98469 -0.4 0.0 0.3 -0.5479
F -5.23212 -0.13822 1.88109 0.1 0.0 -0.1 0.1254
F -4.80056 1.28885 0.31787 0.0 0.0 0.0 0.1526
F -3.26115 0.73165 1.72562 0.1 0.0 -0.1 0.1132
C -4.94287 -1.55487 -0.67910 -0.4 -0.1 0.1 -0.5536
F -5.68627 -0.69903 -1.39263 0.1 0.0 0.0 0.1555
F -5.79796 -2.21347 0.14372 0.0 0.0 0.0 0.1270
F -4.47435 -2.47788 -1.54074 0.1 0.0 0.0 0.1292
H -2.19870 -1.57862 1.41505 -0.1 0.1 0.0 0.0581
H -2.88633 -2.84209 0.39023 0.0 0.0 -0.1 0.0754
H -3.81832 -2.21252 1.77261 0.2 -0.2 0.1 0.0906
C -0.65383 5.45062 0.03066 0.0 0.0 -0.2 -0.1442
O -0.63017 4.62641 -1.13975 0.1 -0.1 0.2 -0.3550
P -0.41428 3.02104 -0.84627 -0.2 0.4 -0.5 0.7555
O -0.82223 2.51390 -2.34982 0.1 0.0 0.3 -0.4289
C -2.22333 2.48322 -2.68728 0.2 0.0 -0.1 -0.1063
O 1.18543 2.82258 -1.01058 0.0 0.0 0.0 -0.3890
C 1.85126 3.22348 -2.21544 0.0 0.0 0.1 -0.1149
H -1.00009 6.43364 -0.28110 0.0 0.0 0.0 0.0827
H 0.34751 5.54081 0.45561 0.0 0.0 0.1 0.0793
H -1.33484 5.04028 0.77783 0.0 0.0 0.1 0.0732
H -2.26314 2.27130 -3.75374 -0.1 0.0 0.0 0.0889
H -2.66364 3.46269 -2.50103 -0.1 0.0 0.0 0.0813
H -2.73384 1.69244 -2.13397 -0.1 0.0 0.1 0.0581
H 2.90369 3.34324 -1.96541 0.0 0.0 0.0 0.0824
H 1.44750 4.16777 -2.58212 0.0 0.0 0.0 0.0824
H 1.72716 2.45786 -2.97981 0.0 0.0 0.0 0.0815
S -1.30159 -5.75353 -1.27710 0.0 -0.3 0.1 1.0187
C 0.21154 -5.46370 -0.54226 0.2 0.1 0.0 -0.4058
C 0.56736 -4.16578 -0.73383 0.0 0.0 0.1 -0.2625
N -0.32736 -3.40716 -1.43851 0.0 -0.2 -0.1 -0.0698
C -1.35053 -4.13431 -1.78096 -0.1 0.6 -0.2 -0.5000
H 0.76185 -6.22018 -0.01218 0.0 -0.1 0.0 0.0620
H 1.45710 -3.68595 -0.35516 0.1 0.0 0.0 0.0825
H -2.18620 -3.72359 -2.32606 -0.1 -0.1 0.0 0.0768

---

Record 4
57
Properties=species:S:1:pos:R:3:forces:R:3:mulliken_spin:R:1 method="wB97M-V/def2-TZVPD" fmax_ha_per_bohr=0.102 spin_multiplicity=4 total_energy_ha=-2382.56185 lumo_ev="0.628 / 0.596"
H 2.13645 -2.35707 0.22111 -0.1 -0.2 0.1 0.0078
N 0.41653 -1.80076 -0.88340 0.3 -5.2 -0.8 -0.1398
B -1.56642 -1.77868 -2.45319 0.1 0.7 0.0 -0.0189
N -0.52268 -2.53752 -1.63441 1.6 0.5 1.4 0.0611
C -0.23472 -3.83659 -1.54537 0.6 0.1 0.2 0.0650
V 0.10061 0.01326 -0.61150 2.4 3.3 -1.1 2.7365
H -0.84691 -4.53651 -2.09411 0.1 -0.1 0.2 0.0060
C 0.91312 -4.00274 -0.75871 -0.2 0.1 -0.3 -0.0051
H 1.41007 -4.93144 -0.53500 -0.1 0.0 0.0 0.0014
C 1.30291 -2.71797 -0.36337 -1.8 0.8 -1.2 0.0853
H -2.27040 -2.52212 -3.08927 0.2 0.1 0.0 -0.0006
C 0.62814 3.51620 -1.46584 -0.5 0.3 0.2 -0.0016
H 0.80307 4.30923 -0.73050 0.1 -0.3 0.0 0.0008
H 0.12235 2.65861 -0.96668 0.4 0.6 -0.4 0.0428
H -0.05741 3.96536 -2.20863 0.4 -0.5 0.1 0.0010
N -0.77412 -0.77342 -3.33005 1.0 1.0 0.1 0.0262
N -2.40887 -0.88237 -1.52450 0.4 1.3 1.5 0.0440
N 0.07792 0.14690 -2.73619 -0.6 -0.3 -1.3 -0.0452
N -1.78645 0.10242 -0.72163 -4.6 -0.6 -0.4 -0.1368
C -0.76005 -0.61724 -4.65966 0.5 0.3 0.5 0.0336
C -3.72913 -0.82667 -1.35029 0.2 0.6 0.2 0.0569
H -1.40818 -1.26288 -5.23659 0.3 0.2 -0.3 0.0017
H -4.33770 -1.52664 -1.90671 -0.2 0.2 0.2 0.0052
C 0.13765 0.40520 -4.96320 -0.2 -0.1 -0.1 -0.0014
C -4.03004 0.21148 -0.46258 0.0 -0.3 -0.2 -0.0031
C 0.62418 0.87734 -3.72979 -1.0 -1.4 0.2 0.0308
C -2.80242 0.75724 -0.06949 0.8 -1.4 -1.4 0.0587
H 0.39336 0.73606 -5.95295 0.0 0.2 0.0 0.0006
H -5.02199 0.51357 -0.17852 0.0 0.0 0.2 0.0020
H 1.31177 1.67396 -3.48716 0.0 -0.1 -0.2 -0.0026
H -2.56994 1.53615 0.63882 0.0 0.0 0.0 0.0078
H 1.59437 3.21856 -1.89770 -0.5 0.1 0.0 -0.0066
C 3.32017 1.33818 0.11926 -0.2 0.0 -0.1 0.0529
Si 2.12199 1.18069 1.55727 -1.0 -0.5 0.1 -0.0218
C 3.04503 0.10435 2.77039 0.3 0.1 0.4 0.0016
C 1.76968 2.89890 2.20270 0.4 0.3 0.2 0.0059
N 0.59957 0.38449 1.17260 0.9 0.2 1.7 -0.0077
C -0.19612 -0.12724 2.21592 0.4 0.2 0.1 0.0229
C -1.10702 -1.17617 1.96594 -0.1 0.0 0.3 0.0579
C -2.01415 -1.58634 2.93174 0.2 0.4 0.4 0.0047
C -2.00161 -0.98599 4.19655 0.0 0.2 0.3 0.0055
C -1.04318 -0.00709 4.49561 0.1 -0.1 -0.3 -0.0007
C -0.12855 0.39918 3.52390 -0.5 -0.2 0.1 0.0039
H 4.28764 1.59198 0.58577 -0.3 0.0 -0.3 0.0032
H 3.03949 2.13017 -0.58590 0.2 -0.2 0.1 -0.0058
H 3.44738 0.39185 -0.42376 0.0 0.2 0.0 -0.0086
H 4.00776 0.57912 3.00164 -0.1 -0.2 0.0 -0.0005
H 2.51465 -0.06308 3.71333 0.1 0.0 -0.2 0.0004
H 3.25491 -0.87593 2.32353 0.0 0.2 0.0 -0.0002
H 1.26307 3.52294 1.45272 0.2 -0.2 0.2 0.0004
H 1.16336 2.90262 3.11688 0.2 0.1 -0.3 0.0006
H 2.74498 3.35042 2.43790 -0.2 0.2 0.0 -0.0006
H -1.12078 -1.67566 0.99996 0.0 0.2 0.2 -0.0308
H -2.73519 -2.36538 2.69024 0.1 0.1 0.1 0.0003
H -2.71955 -1.26824 4.96884 0.2 0.0 -0.3 0.0007
H -0.98483 0.47634 5.47651 -0.2 -0.4 -0.3 -0.0003
H 0.62623 1.14900 3.77753 -0.5 -0.3 -0.1 0.0027